Record 1
Entry from the Open Molecules 2025 dataset: C28H26N4O4 in the gas phase (ωB97M-V/def2-TZVPD).

Structure (XYZ):
```
62
Properties=species:S:1:pos:R:3:forces:R:3:nbo_charge:R:1
C 0.01065 5.11464 5.14117 0.02 0.04 -0.02 -0.261
H -0.29842 6.15309 5.03574 -0.08 -0.05 -0.04 0.194
O 1.27286 5.14710 5.76734 0.02 0.16 0.02 -0.534
C 1.78607 3.89374 6.14411 0.28 -0.14 -0.05 -0.058
C 2.18414 2.99553 4.96011 -0.35 0.07 0.17 -0.448
H 3.13201 2.50040 5.17935 0.05 0.01 -0.04 0.203
H 2.33437 3.63281 4.08641 0.05 0.00 -0.01 0.223
C 1.12785 1.93412 4.63224 0.04 0.23 0.06 -0.227
N 1.39055 1.28100 3.37086 0.12 -0.19 0.16 -0.607
C 0.81105 1.70732 2.22169 0.25 -0.35 0.11 0.667
O -0.02662 2.59147 2.19904 -0.20 0.33 -0.09 -0.644
C 1.25511 0.98953 0.99290 0.04 -0.03 -0.30 -0.166
C 1.55095 -0.37092 0.99372 -0.02 0.15 0.08 -0.195
C 1.90054 -1.00418 -0.18317 0.11 0.04 -0.11 -0.210
C 1.97653 -0.28984 -1.37396 0.06 0.04 0.10 -0.022
C 1.68482 1.06747 -1.37412 0.07 -0.03 0.10 -0.198
C 1.31727 1.69917 -0.20193 0.04 0.04 0.18 -0.124
H 1.06457 2.74861 -0.19638 -0.05 0.10 0.00 0.224
H 1.71811 1.62109 -2.29919 -0.02 0.04 -0.11 0.225
C 2.26539 -1.02435 -2.65596 0.19 0.09 -0.05 -0.239
N 1.12000 -1.87849 -2.97054 0.28 0.07 -0.04 -0.464
C -0.03736 -1.20772 -3.30095 -0.12 -0.19 -0.37 0.811
O -0.04140 -0.01531 -3.51971 0.11 0.14 -0.11 -0.625
N -1.19930 -1.94652 -3.34676 -0.03 0.31 -0.06 -0.456
C -1.19416 -3.32859 -3.34061 0.34 -0.65 -0.04 0.302
C -2.32717 -4.09397 -3.62350 -0.09 0.16 -0.01 -0.278
C -2.26332 -5.47222 -3.59884 0.07 0.04 0.05 -0.158
C -1.07741 -6.12880 -3.29706 0.01 -0.07 0.00 -0.240
C 0.05235 -5.38757 -3.03471 -0.02 0.21 -0.02 -0.125
C 0.00750 -3.99466 -3.06228 -0.34 -0.22 -0.07 -0.208
C 1.22872 -3.24502 -2.77068 -0.03 -0.06 0.00 0.691
O 2.27302 -3.74557 -2.41116 0.04 -0.10 0.05 -0.598
H 0.99738 -5.85358 -2.80172 0.07 -0.03 0.03 0.241
H -1.04384 -7.20658 -3.27403 0.02 -0.09 0.00 0.219
H -3.15237 -6.04292 -3.82240 -0.08 -0.03 -0.02 0.217
H -3.26249 -3.62388 -3.88271 -0.04 0.05 -0.01 0.214
C -2.41511 -1.14308 -3.32108 -0.09 0.16 -0.16 -0.252
C -2.34417 -0.08577 -2.24501 -0.14 0.00 0.27 0.143
C -2.72368 1.22110 -2.50093 -0.03 -0.14 0.04 -0.221
C -2.64912 2.19006 -1.51352 -0.03 -0.06 0.02 -0.176
C -2.20639 1.86478 -0.24158 -0.03 0.08 0.03 -0.215
C -1.84094 0.56437 0.04013 -0.04 -0.09 -0.09 -0.124
C -1.89983 -0.41063 -0.95579 -0.38 1.01 -0.21 -0.259
C -1.47938 -1.71839 -0.62927 0.10 -0.62 0.27 0.298
N -1.13562 -2.77268 -0.33231 0.10 -0.33 0.18 -0.335
H -1.49979 0.29237 1.02711 0.03 -0.01 0.05 0.229
H -2.12278 2.61510 0.52859 0.02 0.07 0.07 0.243
H -2.93155 3.20637 -1.74312 -0.03 0.10 -0.02 0.218
H -3.06076 1.48726 -3.49155 0.01 0.02 -0.13 0.214
H -2.56310 -0.66316 -4.29419 -0.10 -0.06 0.14 0.222
H -3.25942 -1.80227 -3.11192 0.13 0.04 -0.08 0.227
H 3.12587 -1.68878 -2.55231 -0.15 0.15 -0.07 0.254
H 2.41547 -0.32513 -3.48063 0.04 -0.10 0.10 0.226
H 2.10526 -2.06459 -0.18466 0.00 -0.14 -0.01 0.233
H 1.46819 -0.94964 1.90259 -0.02 -0.05 0.08 0.216
H 2.18034 0.65805 3.31867 -0.07 0.04 -0.13 0.398
H 1.09342 1.17962 5.42382 -0.07 0.07 -0.04 0.195
H 0.14305 2.39500 4.53654 0.08 -0.08 0.13 0.229
H 2.66868 4.13593 6.74091 -0.11 -0.12 0.01 0.193
H 1.06478 3.36430 6.78686 0.04 0.05 0.03 0.155
H -0.72136 4.58105 5.76027 -0.02 -0.01 -0.02 0.160
H 0.04997 4.65234 4.15009 -0.03 -0.03 -0.01 0.182
```
Forces are in eV/Å.

Values from the calculation:
**SMILES**: COCCCNC(=O)c1ccc(Cn2c(=O)c3ccccc3n(Cc3ccccc3C#N)c2=O)cc1
**Frontier orbital gap**: 9.15 eV
**HOMO**: -0.322 Ha
**Electronic energy**: -1602.65094 Ha
**Multiplicity**: 1

Record 2
Entry from the Open Molecules 2025 dataset: a molecular structure, C28H26N8RhS2 (ωB97M-V/def2-TZVPD).

Structure (XYZ):
```
65
Properties=species:S:1:pos:R:3:forces:R:3:nbo_charge:R:1
Rh 0.77990 -0.49969 -0.06135 -0.15 -0.85 -0.06 0.794
C -5.47733 -2.35459 1.83370 0.01 0.00 0.01 -0.643
C -4.26138 -1.72031 1.22598 -0.04 -0.01 0.00 0.081
C -4.41992 -0.89105 0.12195 0.04 0.01 0.01 -0.218
C -3.47342 -0.08807 -0.52134 0.15 0.01 0.01 -0.210
C -2.07516 -0.32243 -0.44909 -0.29 -0.27 0.09 0.137
N -1.06274 0.47773 -0.50418 0.49 0.29 0.01 -0.445
C -1.06691 1.83053 -0.89155 0.06 -0.17 -0.02 0.061
C -1.88238 2.80098 -0.33044 -0.04 0.01 0.06 -0.193
C -1.74841 4.12778 -0.70301 0.04 0.00 -0.03 -0.198
C -0.78504 4.51411 -1.63008 -0.01 0.00 0.02 0.019
C -0.59356 5.96006 -1.99175 -0.01 0.00 0.00 -0.634
C 0.03170 3.53407 -2.18769 -0.04 0.05 0.01 -0.225
C -0.10858 2.20025 -1.84211 0.12 -0.02 -0.11 0.209
N 0.69807 1.23486 -2.52478 -0.10 -0.03 0.14 -0.185
C 1.17264 1.35522 -3.78933 0.03 0.08 -0.04 -0.005
C 1.99499 0.29152 -4.04113 0.02 -0.05 0.07 -0.308
C 1.97345 -0.46516 -2.85912 -0.09 -0.01 -0.14 0.015
N 1.18097 0.09601 -1.96481 0.23 0.05 -0.12 -0.241
C -1.79320 -1.96737 1.46444 0.08 0.07 0.08 0.040
C -3.03057 -1.87910 1.97341 -0.10 0.02 0.03 -0.246
N -0.63133 -1.91723 2.26692 0.09 0.09 -0.05 -0.208
C -0.44834 -2.34829 3.53725 -0.11 -0.03 0.01 -0.002
C 0.73272 -1.82578 3.98629 0.04 0.06 -0.01 -0.301
C 1.22200 -1.05811 2.91548 0.07 -0.09 0.01 0.025
N 0.40403 -1.11711 1.88225 -0.27 -0.12 0.18 -0.256
H -6.39810 -1.96856 1.40256 0.00 0.00 -0.01 0.229
H -5.50273 -2.19723 2.91378 0.00 0.00 0.00 0.231
H -5.45261 -3.43551 1.67230 0.00 0.00 0.01 0.241
H -5.44839 -0.72279 -0.17822 0.00 -0.01 0.00 0.230
H -3.81990 0.78193 -1.06811 0.01 0.02 -0.02 0.241
H -2.60075 2.51050 0.42557 0.00 0.00 0.00 0.230
H -2.38825 4.87567 -0.25259 0.00 0.00 0.00 0.229
H -1.53489 6.50516 -1.94154 0.00 0.00 0.00 0.230
H -0.18781 6.06755 -2.99650 0.00 0.00 0.00 0.225
H 0.10198 6.43930 -1.30017 0.00 -0.01 0.00 0.236
H 0.80028 3.82447 -2.89224 0.00 0.00 0.00 0.228
H 0.87462 2.17811 -4.41500 0.00 -0.01 0.01 0.238
H 2.52935 0.08001 -4.94940 -0.01 0.00 0.00 0.251
H 2.47484 -1.38571 -2.60998 0.00 0.00 0.00 0.247
H -3.13684 -1.88068 3.05507 0.00 0.00 -0.01 0.235
H -1.16481 -3.00083 4.00652 0.01 0.00 -0.01 0.240
H 1.19296 -1.98244 4.94502 0.01 -0.01 0.00 0.252
H 2.13582 -0.49298 2.83325 0.01 -0.01 0.01 0.247
C -0.46914 -5.81137 -0.69761 -0.03 -0.03 -0.02 -0.736
S 0.84807 -5.48821 0.49202 0.05 0.17 0.00 0.298
C 1.17869 -3.83682 0.11948 -0.25 -0.36 0.00 -0.009
S -1.52239 -2.02004 -0.26451 -0.19 -0.03 -0.05 0.371
N 2.25999 -3.23287 0.19006 0.08 0.23 -0.01 -0.303
N 2.35768 -1.88300 0.08762 0.22 0.78 -0.04 -0.381
C 3.57344 -1.37377 0.36697 -0.09 0.01 0.01 -0.037
C 3.69823 0.01374 0.56538 0.02 -0.14 -0.04 0.082
C 4.93855 0.65243 0.82684 -0.01 -0.05 -0.01 -0.218
C 4.97611 2.00276 1.01712 -0.05 0.08 0.00 -0.170
C 3.78086 2.75094 0.95243 0.10 -0.02 0.01 -0.305
C 2.61109 2.07467 0.70699 0.00 -0.11 0.00 0.059
N 2.54811 0.74857 0.52434 -0.06 0.46 0.03 -0.534
H -0.77551 -6.84273 -0.53375 -0.02 0.00 -0.01 0.239
H -0.10559 -5.70199 -1.71587 0.00 0.00 0.00 0.228
H -1.31818 -5.15349 -0.52457 -0.01 -0.01 -0.01 0.215
H 4.41932 -2.03806 0.48446 -0.01 -0.04 -0.01 0.213
H 5.83871 0.05326 0.86901 0.00 0.00 0.00 0.224
H 5.91804 2.49676 1.21621 -0.01 0.01 0.00 0.225
H 3.77311 3.82143 1.09515 0.01 0.00 0.00 0.225
H 1.66382 2.60301 0.65596 0.00 -0.01 0.00 0.193
```
Forces are in eV/Å.

Values from the calculation:
**Frontier orbital gap (alpha / beta)**: 5.13 / 5.50 eV
**Total charge**: +1
**HOMO (alpha / beta)**: -0.292 / -0.378 Ha
**Electronic energy**: -2427.18362 Ha
**Multiplicity**: 5

Record 3
Entry from the Open Molecules 2025 dataset: a molecular structure, C28H27Br2N3ORhS (ωB97M-V/def2-TZVPD).

Structure (XYZ):
```
63
Properties=species:S:1:pos:R:3:forces:R:3:nbo_charge:R:1
Rh -0.43835 -0.15941 -0.25443 -0.01 -1.01 -1.32 0.744
Br 0.14020 1.71304 -1.96163 -0.18 -0.79 0.40 0.252
C -1.03457 2.98048 -1.14759 -0.04 0.13 0.03 -0.040
C -1.08756 4.24084 -1.65209 0.05 -0.03 -0.05 -0.231
C -1.98902 5.15710 -1.07013 -0.02 -0.01 0.02 -0.199
C -2.79892 4.76394 -0.04501 0.02 0.00 -0.01 -0.175
C -2.75270 3.44251 0.46439 0.01 -0.01 -0.01 0.045
C -3.62494 3.01146 1.49170 -0.02 0.00 0.02 -0.206
C -3.58813 1.72265 1.93404 0.03 0.00 -0.01 -0.192
C -2.65186 0.80832 1.39943 -0.03 0.03 0.03 -0.254
C -1.76877 1.19116 0.42995 0.61 -0.41 -0.06 -0.054
C -1.82600 2.51553 -0.08195 -0.07 0.00 0.01 -0.185
H -0.46279 4.53345 -2.48477 0.00 0.03 0.00 0.237
H -2.03872 6.16557 -1.45627 0.00 0.00 0.00 0.234
H -3.50331 5.46056 0.39147 0.00 0.00 0.00 0.225
H -4.32913 3.71856 1.91106 0.00 0.01 -0.01 0.225
H -4.26952 1.39138 2.70655 0.00 0.00 0.00 0.226
H -2.64612 -0.20690 1.77553 -0.03 0.02 0.00 0.214
C 5.21321 0.65726 0.48988 -0.04 -0.02 0.00 -0.638
C 3.91729 0.13435 1.04017 0.02 -0.04 -0.02 -0.025
C 3.84835 -0.57506 2.23431 -0.02 0.00 0.01 -0.128
C 2.64095 -1.08678 2.68618 0.02 -0.04 0.00 -0.243
C 1.53470 -0.84871 1.90334 0.02 -0.03 -0.07 0.152
Br -0.17545 -1.56215 2.31308 0.00 0.06 -0.19 0.169
N 1.55745 -0.15026 0.78141 -0.21 0.66 0.33 -0.511
C 2.72615 0.32905 0.35382 -0.01 0.02 0.00 0.072
H 6.00417 0.60215 1.23471 0.00 0.02 0.00 0.232
H 5.11558 1.69294 0.16605 0.00 0.01 0.01 0.236
H 5.52381 0.06936 -0.37549 0.01 0.00 0.00 0.238
H 4.74622 -0.73776 2.81725 0.00 -0.01 -0.01 0.237
H 2.56595 -1.64992 3.60438 0.00 -0.02 -0.01 0.253
H 2.69827 0.88448 -0.57602 0.01 0.03 0.02 0.216
C -2.63687 -5.97883 -0.97144 -0.01 0.05 0.01 -0.622
C -2.88508 -4.91522 0.09470 -0.01 -0.05 -0.01 -0.215
N -2.93316 -3.54740 -0.44747 -0.04 -0.03 -0.12 -0.369
C -4.24968 -2.97751 -0.74944 -0.09 0.02 0.02 -0.221
C -4.74728 -3.31281 -2.14867 0.03 -0.01 0.03 -0.620
C -1.78923 -2.94540 -0.76508 0.26 0.13 -0.20 0.367
S -1.90676 -1.38489 -1.60309 -0.43 0.88 0.46 0.008
N -0.66218 -3.58532 -0.49546 0.13 0.05 0.30 -0.672
C 0.54035 -3.04307 -0.77535 -0.38 -0.04 -0.17 0.669
O 0.73319 -1.89915 -1.24528 0.33 0.58 0.61 -0.700
C 1.71878 -3.89194 -0.46866 0.00 -0.11 -0.09 -0.090
C 1.56810 -5.21778 -0.06629 0.01 0.02 0.03 -0.181
C 2.68428 -5.97916 0.23798 0.01 0.00 0.00 -0.203
C 3.95311 -5.42065 0.14974 -0.02 0.01 0.00 -0.178
C 4.10726 -4.10034 -0.25332 0.00 -0.01 0.00 -0.221
C 2.99345 -3.33978 -0.56718 0.04 0.00 -0.01 -0.193
H -2.29948 -6.90178 -0.50072 -0.04 -0.02 0.01 0.225
H -1.86133 -5.65179 -1.66251 0.03 -0.02 0.02 0.225
H -3.54055 -6.20098 -1.53703 0.01 0.02 -0.03 0.212
H -2.09938 -4.94593 0.84567 -0.01 0.02 -0.01 0.227
H -3.84102 -5.08080 0.58903 0.02 -0.02 0.04 0.207
H -4.19352 -1.89766 -0.61747 0.01 -0.02 0.00 0.231
H -4.93954 -3.36364 0.00089 0.03 -0.03 0.00 0.208
H -4.06953 -2.92023 -2.90745 0.00 0.00 0.00 0.218
H -5.72874 -2.86610 -2.30570 0.00 0.00 0.00 0.229
H -4.83741 -4.38916 -2.28977 -0.01 0.00 -0.01 0.213
H 0.57411 -5.63634 0.00558 0.00 0.01 -0.01 0.235
H 2.56645 -7.01052 0.54222 0.01 0.00 0.01 0.223
H 4.82366 -6.01693 0.38956 0.00 -0.01 0.00 0.223
H 5.09791 -3.67148 -0.33199 0.00 0.00 0.00 0.218
H 3.09855 -2.31716 -0.90392 -0.02 0.01 0.00 0.224
```
Forces are in eV/Å.

Values from the calculation:
**Frontier orbital gap (alpha / beta)**: 5.90 / 6.49 eV
**Total charge**: +1
**HOMO (alpha / beta)**: -0.396 / -0.394 Ha
**Electronic energy**: -6979.24878 Ha
**Multiplicity**: 1

Question: Which formula does entry 3 have?
Answer: C28H27Br2N3ORhS